# 1
Entry from OMol25: a cluster of 8 separate species, C20H59N3O11 in total (ωB97M-V/def2-TZVPD).

Summary:
Gap between HOMO and LUMO: 9.31 eV
Multiplicity: 1
Structure (SMILES): COC[C@H](C)N.COC[C@H](C)N.COC[C@H](C)N.OCCO.OCCO.OCCO.CO.CO
E: -1789.05103 Ha
Max |F|: 2.9 eV/A
LUMO: 0.3 eV
ΔE to the lowest compared entry with this formula, charge and spin: 226.0 kJ/mol
Total charge: 0

Bonds (Å) are listed after each position.
Geometry (Å):
1 C 4.05 4.69 0.38  O2 1.451, H7 1.090, H8 1.090, H9 1.090
2 O 4.22 5.02 1.79  C1 1.451, C3 1.449
3 C 3.24 4.38 2.63  O2 1.449, C4 1.570, H10 1.090, H11 1.090
4 C 3.30 4.93 4.10  C3 1.570, C5 1.505, N6 1.433, H12 1.090
5 C 4.61 4.79 4.83  C4 1.505, H13 1.090, H14 1.090, H15 1.090
6 N 2.40 4.24 4.98  C4 1.433, H16 1.010, H17 1.010
7 H 3.10 5.00 -0.04  C1 1.090
8 H 4.15 3.65 0.08  C1 1.090
9 H 4.86 5.15 -0.19  C1 1.090
10 H 2.20 4.49 2.32  C3 1.090
11 H 3.50 3.32 2.68  C3 1.090
12 H 3.05 5.99 4.07  C4 1.090
13 H 5.03 3.80 4.65  C5 1.090
14 H 4.66 4.99 5.90  C5 1.090
15 H 5.32 5.49 4.38  C5 1.090
16 H 2.58 4.56 5.92  N6 1.010
17 H 1.44 4.39 4.71  N6 1.010
18 C -3.75 4.12 7.16  O19 1.367, H24 1.090, H25 1.090, H26 1.090
19 O -4.00 3.68 5.89  C18 1.367, C20 1.442
20 C -4.37 2.29 5.74  O19 1.442, C21 1.575, H27 1.090, H28 1.090
21 C -4.85 2.16 4.25  C20 1.575, C22 1.494, N23 1.466, H29 1.090
22 C -5.60 0.92 3.85  C21 1.494, H30 1.090, H31 1.090, H32 1.090
23 N -3.68 2.24 3.38  C21 1.466, H33 1.010, H34 1.010
24 H -4.69 4.42 7.61  C18 1.090
25 H -3.06 4.96 7.20  C18 1.090
26 H -3.29 3.34 7.76  C18 1.090
27 H -3.54 1.67 6.08  C20 1.090
28 H -5.26 2.04 6.33  C20 1.090
29 H -5.49 3.00 3.97  C21 1.090
30 H -6.49 0.89 4.49  C22 1.090
31 H -4.99 0.04 4.04  C22 1.090
32 H -5.95 0.80 2.83  C22 1.090
33 H -3.09 3.00 3.70  N23 1.010
34 H -3.14 1.38 3.48  N23 1.010
35 C 6.82 -3.97 -5.98  O36 1.368, H41 1.090, H42 1.090, H43 1.090
36 O 6.44 -4.06 -4.67  C35 1.368, C37 1.466
37 C 5.03 -4.41 -4.47  O36 1.466, C38 1.500, H44 1.090, H45 1.090
38 C 4.67 -4.56 -3.02  C37 1.500, C39 1.551, N40 1.414, H46 1.090
39 C 3.14 -4.53 -2.79  C38 1.551, H47 1.090, H48 1.090, H49 1.090
40 N 5.16 -3.42 -2.35  C38 1.414, H50 1.010, H51 1.010
41 H 6.45 -3.18 -6.64  C35 1.090
42 H 6.64 -4.91 -6.50  C35 1.090
43 H 7.90 -3.81 -5.92  C35 1.090
44 H 4.50 -3.58 -4.93  C37 1.090
45 H 4.72 -5.34 -4.94  C37 1.090
46 H 5.14 -5.46 -2.64  C38 1.090
47 H 2.46 -3.85 -3.32  C39 1.090
48 H 2.97 -4.36 -1.73  C39 1.090
49 H 2.74 -5.52 -3.00  C39 1.090
50 H 4.70 -2.58 -2.68  N40 1.010
51 H 6.10 -3.32 -2.72  N40 1.010
52 O -3.15 -2.99 -5.82  C53 1.450, H56 0.960
53 C -2.52 -3.54 -4.64  O52 1.450, C54 1.529, H57 1.090, H58 1.090
54 C -3.60 -3.99 -3.66  C53 1.529, O55 1.407, H59 1.090, H60 1.090
55 O -4.40 -2.92 -3.21  C54 1.407, H61 0.960
56 H -3.88 -2.38 -5.76  O52 0.960
57 H -1.86 -4.33 -4.99  C53 1.090
58 H -1.87 -2.77 -4.20  C53 1.090
59 H -3.15 -4.42 -2.76  C54 1.090
60 H -4.13 -4.80 -4.15  C54 1.090
61 H -4.65 -2.46 -4.01  O55 0.960
62 O 1.09 2.56 -4.26  C63 1.412, H66 0.960
63 C 1.20 1.30 -4.88  O62 1.412, C64 1.625, H67 1.090, H68 1.090
64 C 2.50 0.47 -4.38  C63 1.625, O65 1.363, H69 1.090, H70 1.090
65 O 2.47 0.18 -3.05  C64 1.363, H71 0.960
66 H 0.61 2.31 -3.47  O62 0.960
67 H 0.30 0.68 -4.82  C63 1.090
68 H 1.18 1.46 -5.96  C63 1.090
69 H 3.42 1.01 -4.58  C64 1.090
70 H 2.46 -0.50 -4.87  C64 1.090
71 H 2.15 0.92 -2.53  O65 0.960
72 O -0.64 1.27 -0.63  C73 1.435, H76 0.960
73 C -1.77 0.39 -0.70  O72 1.435, C74 1.528, H77 1.090, H78 1.090
74 C -1.48 -0.88 0.09  C73 1.528, O75 1.412, H79 1.090, H80 1.090
75 O -1.33 -0.76 1.48  C74 1.412, H81 0.960
76 H -0.42 1.26 0.30  O72 0.960
77 H -2.70 0.78 -0.29  C73 1.090
78 H -1.92 0.03 -1.72  C73 1.090
79 H -0.60 -1.33 -0.39  C74 1.090
80 H -2.27 -1.63 0.10  C74 1.090
81 H -0.65 -1.38 1.77  O75 0.960
82 C -7.26 0.81 -1.24  O83 1.380, H84 1.090, H85 1.090, H86 1.090
83 O -8.12 0.52 -2.28  C82 1.380, H87 0.960
84 H -7.88 1.14 -0.41  C82 1.090
85 H -6.76 -0.10 -0.94  C82 1.090
86 H -6.45 1.49 -1.50  C82 1.090
87 H -8.84 -0.01 -1.94  O83 0.960
88 C 0.15 -4.53 3.75  O89 1.405, H90 1.090, H91 1.090, H92 1.090
89 O 1.01 -3.52 3.30  C88 1.405, H93 0.960
90 H 0.70 -5.40 4.12  C88 1.090
91 H -0.48 -4.11 4.52  C88 1.090
92 H -0.41 -4.96 2.92  C88 1.090
93 H 1.87 -3.84 3.02  O89 0.960

***

# 2
Entry from OMol25: a cluster of 10 separate species, C20H60F18N7O11P3 in total (ωB97M-V/def2-TZVPD).

Summary:
Gap between HOMO and LUMO: 9.06 eV
Multiplicity: 1
E: -4830.93249 Ha
Max |F|: 3.5 eV/A
LUMO: -0.5 eV
Total charge: 0

Bonds (Å) are listed after each position.
Geometry (Å):
1 C 3.22 0.96 -4.76  C2 1.520, H10 1.136, H11 1.076, H12 1.067
2 C 3.17 -0.30 -3.91  C1 1.520, C3 1.515, N6 1.526, H13 1.071
3 C 4.43 -0.86 -3.30  C2 1.515, O4 1.382, H14 1.094, H15 1.065
4 O 4.22 -2.06 -2.65  C3 1.382, C5 1.394
5 C 4.53 -3.19 -3.40  O4 1.394, H16 1.124, H17 1.072, H18 1.124
6 N 2.07 -0.19 -2.86  C2 1.526, H7 1.008, H8 1.051, H9 1.010
7 H 1.70 0.74 -2.70  N6 1.008
8 H 1.16 -0.70 -3.01  N6 1.051
9 H 2.35 -0.39 -1.91  N6 1.010
10 H 4.00 0.83 -5.58  C1 1.136
11 H 3.47 1.84 -4.20  C1 1.076
12 H 2.33 1.16 -5.31  C1 1.067
13 H 2.76 -1.05 -4.55  C2 1.071
14 H 4.73 -0.13 -2.54  C3 1.094
15 H 5.21 -1.00 -4.02  C3 1.065
16 H 4.52 -3.00 -4.51  C5 1.124
17 H 3.84 -4.01 -3.41  C5 1.072
18 H 5.54 -3.60 -3.13  C5 1.124
19 C -0.17 2.03 2.35  C20 1.536, H28 1.119, H29 1.093, H30 1.129
20 C -0.88 1.93 1.00  C19 1.536, C21 1.468, N24 1.442, H31 1.112
21 C -0.25 2.70 -0.08  C20 1.468, O22 1.417, H32 1.098, H33 1.067
22 O -0.74 2.23 -1.32  C21 1.417, C23 1.433
23 C -0.28 3.08 -2.38  O22 1.433, H34 1.083, H35 1.054, H36 1.129
24 N -1.02 0.55 0.59  C20 1.442, H25 1.037, H26 1.015, H27 1.015
25 H -0.16 -0.03 0.57  N24 1.037
26 H -1.55 -0.02 1.23  N24 1.015
27 H -1.41 0.50 -0.35  N24 1.015
28 H 0.81 1.48 2.43  C19 1.119
29 H -0.74 1.80 3.26  C19 1.093
30 H 0.09 3.12 2.47  C19 1.129
31 H -1.88 2.39 1.19  C20 1.112
32 H 0.82 2.49 -0.12  C21 1.098
33 H -0.39 3.75 0.03  C21 1.067
34 H -0.53 4.12 -2.19  C23 1.083
35 H -0.73 2.73 -3.27  C23 1.054
36 H 0.84 3.04 -2.51  C23 1.129
37 C -3.07 -3.98 5.69  C38 1.542, H46 1.074, H47 1.105, H48 1.119
38 C -1.75 -3.59 5.00  C37 1.542, C39 1.529, N42 1.488, H49 1.111
39 C -0.77 -4.76 4.97  C38 1.529, O40 1.405, H50 1.131, H51 1.102
40 O 0.55 -4.34 4.78  C39 1.405, C41 1.428
41 C 1.58 -5.28 5.09  O40 1.428, H52 1.112, H53 1.087, H54 1.100
42 N -2.08 -3.17 3.61  C38 1.488, H44 1.020, H45 1.010
43 H -2.40 -1.49 3.24  O115 0.999
44 H -1.19 -3.03 3.12  N42 1.020
45 H -2.69 -3.81 3.13  N42 1.010
46 H -3.73 -4.34 4.92  C37 1.074
47 H -3.53 -3.08 6.13  C37 1.105
48 H -2.92 -4.78 6.46  C37 1.119
49 H -1.20 -2.71 5.39  C38 1.111
50 H -1.09 -5.44 4.12  C39 1.131
51 H -0.82 -5.36 5.90  C39 1.102
52 H 2.36 -5.13 4.32  C41 1.112
53 H 1.16 -6.29 5.06  C41 1.087
54 H 1.95 -5.11 6.11  C41 1.100
55 C -4.81 2.73 -4.40  C56 1.505, H64 1.103, H65 1.090, H66 1.082
56 C -4.92 2.58 -2.91  C55 1.505, C57 1.523, N60 1.572, H67 1.088
57 C -5.76 1.34 -2.62  C56 1.523, O58 1.413, H68 1.053, H69 1.109
58 O -6.36 1.62 -1.37  C57 1.413, C59 1.408
59 C -6.96 0.52 -0.75  O58 1.408, H70 1.073, H71 1.138, H72 1.031
60 N -3.45 2.36 -2.39  C56 1.572, H61 1.003, H62 1.066, H63 1.009
61 H -3.36 1.88 -1.52  N60 1.003
62 H -2.81 1.78 -3.01  N60 1.066
63 H -3.14 3.32 -2.29  N60 1.009
64 H -5.75 3.06 -4.86  C55 1.103
65 H -4.56 1.73 -4.78  C55 1.090
66 H -4.06 3.40 -4.80  C55 1.082
67 H -5.22 3.43 -2.29  C56 1.088
68 H -5.09 0.53 -2.58  C57 1.053
69 H -6.42 1.24 -3.50  C57 1.109
70 H -6.34 0.10 0.02  C59 1.073
71 H -7.23 -0.24 -1.55  C59 1.138
72 H -7.79 0.90 -0.26  C59 1.031
73 C 5.61 -2.15 1.75  C74 1.544, H82 1.089, H83 1.056, H84 1.092
74 C 4.40 -1.19 1.80  C73 1.544, C75 1.534, N78 1.584, H85 1.112
75 C 3.48 -1.61 2.95  C74 1.534, O76 1.389, H86 1.142, H87 1.073
76 O 2.71 -0.53 3.34  C75 1.389, C77 1.378
77 C 1.49 -0.98 3.82  O76 1.378, H88 1.131, H89 1.075, H90 1.163
78 N 5.01 0.25 2.02  C74 1.584, H79 1.002, H80 1.066, H81 1.001
79 H 5.69 0.10 2.74  N78 1.002
80 H 5.34 0.66 1.09  N78 1.066
81 H 4.33 0.84 2.45  N78 1.001
82 H 5.66 -2.70 2.69  C73 1.089
83 H 6.51 -1.59 1.78  C73 1.056
84 H 5.64 -2.89 0.95  C73 1.092
85 H 3.79 -1.07 0.88  C74 1.112
86 H 4.07 -2.10 3.80  C75 1.142
87 H 2.85 -2.36 2.50  C75 1.073
88 H 1.13 -1.59 2.94  C77 1.131
89 H 0.81 -0.16 3.98  C77 1.075
90 H 1.60 -1.73 4.69  C77 1.163
91 P 4.09 2.30 -0.67  F92 1.569, F93 1.563, F94 1.705, F95 1.648, F96 1.670, F97 1.577
92 F 5.11 3.41 -1.11  P91 1.569
93 F 3.94 1.75 -2.13  P91 1.563
94 F 5.37 1.21 -0.36  P91 1.705
95 F 3.07 1.14 -0.10  P91 1.648
96 F 4.25 2.79 0.92  P91 1.670
97 F 2.89 3.30 -0.87  P91 1.577
98 P -2.89 5.88 -1.74  F99 1.550, F100 1.605, F101 1.620, F102 1.604, F103 1.658, F104 1.637
99 F -3.88 6.08 -0.56  P98 1.550
100 F -3.02 7.32 -2.45  P98 1.605
101 F -1.58 6.32 -0.89  P98 1.620
102 F -1.89 5.40 -2.89  P98 1.604
103 F -2.60 4.39 -1.09  P98 1.658
104 F -4.15 5.35 -2.64  P98 1.637
105 P -1.80 -1.25 -3.32  F106 1.638, F107 1.608, F108 1.641, F109 1.585, F110 1.701, F111 1.589
106 F -0.88 -0.90 -2.01  P105 1.638
107 F -2.07 -2.75 -2.80  P105 1.608
108 F -3.08 -0.64 -2.51  P105 1.641
109 F -2.64 -1.45 -4.65  P105 1.585
110 F -1.50 0.35 -3.79  P105 1.701
111 F -0.48 -1.73 -4.07  P105 1.589
112 N -3.00 0.49 3.45  O113 1.192, O114 1.205, O115 1.526
113 O -2.83 0.45 4.63  N112 1.192
114 O -3.21 1.44 2.74  N112 1.205
115 O -2.61 -0.74 2.62  H43 0.999, N112 1.526
116 N 0.98 -2.20 0.46  O117 1.241, O118 1.310, O119 1.217
117 O -0.14 -2.20 0.99  N116 1.241
118 O 1.35 -1.06 -0.06  N116 1.310
119 O 1.68 -3.19 0.40  N116 1.217

***

Question: The highest LUMO belongs to which entry?
Answer: C20H59N3O11

***

Question: Which value of LUMO does entry 1 give?
Answer: 0.3 eV